Density functional theory data (ωB97M-V with the def2-TZVPD basis set) for a cluster of 2 separate species, C2H8S4 in total.

Summary:
Max |F| ... 1.2 eV/Å
Highest occupied orbital energy ... -8.7 eV
Energy above the lowest of the compared OMol25 structures with the same formula, charge and spin ... 57.8 kJ/mol
LUMO energy ... 0.015 hartree
DFT total energy ... -1673.71633 Ha
M ... 160.35 g/mol

Geometry as XYZ:
```
14
Properties=species:S:1:pos:R:3:forces:R:3
C 0.2513 0.2593 -2.3257 1.11 0.29 -0.23
S 0.2464 2.0853 -2.5053 -0.14 0.15 0.57
S 2.1631 2.6555 -1.8512 -0.30 -0.49 -0.55
H 0.5587 -0.1608 -1.3684 0.06 0.51 0.17
H 0.9999 0.0124 -3.0792 -0.32 -0.78 0.11
H -0.7204 -0.1649 -2.5567 -0.15 0.34 -0.33
H 1.7982 3.5870 -0.9722 -0.26 -0.03 0.29
C -1.1128 -0.2425 1.8614 0.30 0.47 0.96
S -0.1316 -1.2375 3.0906 -0.32 0.02 -1.13
S 0.1543 -2.9503 1.9232 0.29 0.32 0.29
H -1.4417 -0.8398 1.0177 -0.05 -0.13 0.16
H -0.5155 0.6043 1.5260 0.21 -0.22 -0.17
H -1.9449 0.2041 2.4082 -0.19 -0.31 -0.16
H -0.3049 -3.8121 2.8316 -0.23 -0.14 0.02
```
Forces are in eV/Å.

Results of the natural (NBO) charge analysis, in e, for atoms 1 through 2:
1 C -0.74
2 S 0.07



Density functional theory data (ωB97M-V with the def2-TZVPD basis set) for the ion C2H9BNO2 with charge +1.

Summary:
Max |F| ... 3.9 eV/Å
Highest occupied orbital energy ... -15.9 eV
Energy above the lowest of the compared OMol25 structures with the same formula, charge and spin ... 70.0 kJ/mol
LUMO energy ... -0.138 hartree
DFT total energy ... -311.53607 Ha
M ... 89.91 g/mol
Total charge ... +1

Geometry as XYZ:
```
15
Properties=species:S:1:pos:R:3:forces:R:3
N -1.6072 0.3109 -0.5414 -0.92 0.93 -0.10
C -0.3416 0.8625 -1.0667 3.14 2.15 0.79
C 0.8124 -0.1301 -0.7186 -1.60 -1.57 -0.54
B 0.9508 -0.5281 0.8614 0.41 0.11 -0.83
O 0.6145 0.4863 1.7657 -0.04 -0.67 -3.12
O 1.4020 -1.8171 1.1037 -0.70 0.90 2.46
H -2.3460 1.0569 -0.5555 0.39 -1.15 -0.37
H -1.4857 0.0919 0.4408 0.21 -0.08 0.49
H -1.8704 -0.5729 -1.0076 -0.20 0.63 -0.03
H -0.0597 1.8034 -0.5190 -0.96 -0.80 0.09
H -0.4269 1.2986 -2.0821 -0.23 -1.28 0.20
H 1.8096 0.0942 -1.0897 -0.12 0.66 -0.18
H 0.5391 -1.0452 -1.3059 0.51 0.24 0.59
H 0.5687 0.1602 2.6234 0.01 -0.56 2.84
H 1.4405 -2.0714 2.0916 0.11 0.50 -2.29
```
Forces are in eV/Å.

Results of the natural (NBO) charge analysis, in e, for atoms 1 through 2:
1 N -0.67
2 C -0.25



Density functional theory data (ωB97M-V with the def2-TZVPD basis set) for a cluster of 2 separate species, C2H9BNO2 in total.

Summary:
Max |F| ... 4.9 eV/Å
Highest occupied orbital energy (spin up / spin down) ... -12.0 / -16.1 eV
<S²> ... 2.01
Energy above the lowest of the compared OMol25 structures with the same formula, charge and spin ... 9.5 kJ/mol
LUMO energy (spin up / spin down) ... -0.139 / -0.214 hartree
DFT total energy ... -311.37427 Ha
M ... 89.91 g/mol
2S+1 ... 3
Total charge ... +1

Geometry as XYZ:
```
15
Properties=species:S:1:pos:R:3:forces:R:3
B -0.5511 -1.1049 -0.8556 0.74 -0.02 0.90
C 0.0757 0.0275 2.2454 2.35 3.87 1.97
C -0.6232 0.4798 -0.5222 0.76 -2.07 -1.77
N 0.3245 1.3489 -1.3140 1.63 -1.44 1.36
O -1.5552 -1.9109 -0.4587 -0.29 2.78 0.66
O 0.6450 -1.5132 -1.3730 0.56 0.25 -0.34
H -0.6047 -0.7308 2.2883 -1.91 -1.63 0.38
H 0.9546 -0.1178 1.6488 0.29 -0.08 -0.35
H 0.1776 0.9188 3.0068 -0.62 -2.19 -1.55
H -1.5159 0.8582 -0.0861 -0.13 1.17 0.32
H 1.2470 1.7358 -0.8648 -2.03 -1.09 -0.37
H -0.1696 2.1344 -1.6350 -0.79 1.55 -0.84
H 0.6249 0.7547 -2.1112 0.04 0.52 0.35
H -1.6122 -2.7839 -0.7538 0.04 -2.17 -0.65
H 0.9877 -2.4255 -1.3563 -0.65 0.54 -0.07
```
Forces are in eV/Å.

Results of the natural (NBO) charge analysis, in e, for atoms 1 through 2:
1 B 1.01
2 C -0.51



Density functional theory data (ωB97M-V with the def2-TZVPD basis set) for the molecule C2H9ClSi2.

Summary:
Max |F| ... 4.8 eV/Å
Highest occupied orbital energy ... -9.4 eV
Energy above the lowest of the compared OMol25 structures with the same formula, charge and spin ... 80.3 kJ/mol
LUMO energy ... 0.020 hartree
DFT total energy ... -1120.75718 Ha
M ... 124.72 g/mol

Geometry as XYZ:
```
14
Properties=species:S:1:pos:R:3:forces:R:3
C 1.6350 -1.9590 0.0963 -0.43 3.57 1.00
Si 1.2323 -0.0840 -0.2607 1.71 -2.10 1.54
Si -0.8830 0.2743 0.5633 -0.68 4.66 1.05
C -1.7487 2.0005 -0.4959 2.59 -2.53 1.52
Cl -2.1231 -1.2430 0.2084 -0.72 -1.29 -0.30
H 2.5987 -2.2862 -0.1000 1.68 -0.62 -0.72
H 1.4790 -1.9937 1.1471 0.18 -0.10 1.31
H 0.8727 -2.5296 -0.2475 -2.03 -2.12 -1.62
H 2.4933 0.5348 0.3343 -0.93 0.36 -0.33
H 1.0664 0.1171 -1.6499 0.04 0.47 -1.40
H -1.0492 0.7055 2.1079 0.33 -0.72 -1.63
H -1.1001 2.1117 -1.4162 -1.33 0.19 1.03
H -2.7206 1.5573 -0.5452 -0.69 0.14 -0.88
H -1.7526 2.7942 0.2583 0.27 0.08 -0.58
```
Forces are in eV/Å.

Results of the natural (NBO) charge analysis, in e, for atoms 1 through 2:
1 C -1.00
2 Si 0.61



Density functional theory data (ωB97M-V with the def2-TZVPD basis set) for a cluster of 2 separate species, C2H9N2O in total.

Summary:
Max |F| ... 4.8 eV/Å
Highest occupied orbital energy ... -2.7 eV
Energy above the lowest of the compared OMol25 structures with the same formula, charge and spin ... 178.6 kJ/mol
LUMO energy ... 0.164 hartree
DFT total energy ... -266.27655 Ha
M ... 77.11 g/mol
Total charge ... -1

Geometry as XYZ:
```
14
Properties=species:S:1:pos:R:3:forces:R:3
C 1.0119 1.8675 -1.2486 0.03 1.85 -1.85
O 0.0172 1.0380 -1.0741 -1.53 -1.56 1.23
H 0.6539 2.9634 -1.2266 0.66 -0.38 0.03
H 1.4208 1.7223 -2.2923 0.48 0.47 0.20
H 1.8762 1.8084 -0.5769 0.48 -0.07 0.54
N 0.9434 -1.4113 0.4568 -2.10 1.43 0.91
C -0.6128 -1.3456 1.3479 2.95 2.78 -2.54
N -1.4908 -0.3556 0.7371 1.62 1.39 2.54
H 0.7553 -1.8056 -0.4560 -0.51 -0.82 -0.16
H 0.9747 -0.4127 0.0498 -0.35 -1.11 1.11
H -0.1593 -0.9001 2.2870 -0.90 -1.16 -0.83
H -1.0467 -2.3571 1.3571 0.35 0.52 0.32
H -2.1138 -0.6895 0.0774 -0.95 -0.82 -1.61
H -1.0616 0.6033 0.4197 -0.24 -2.52 0.12
```
Forces are in eV/Å.

Results of the natural (NBO) charge analysis, in e, for atoms 1 through 2:
1 C -0.17
2 O -0.97



Density functional theory data (ωB97M-V with the def2-TZVPD basis set) for a cluster of 2 separate species, C2H9N2O in total.

Summary:
Max |F| ... 0.7 eV/Å
Highest occupied orbital energy ... -2.9 eV
Energy above the lowest of the compared OMol25 structures with the same formula, charge and spin ... 24.5 kJ/mol
LUMO energy ... 0.169 hartree
DFT total energy ... -266.33524 Ha
M ... 77.11 g/mol
Total charge ... -1

Geometry as XYZ:
```
14
Properties=species:S:1:pos:R:3:forces:R:3
C 2.1283 1.2954 0.1657 0.70 0.19 -0.09
O 0.9224 0.7549 0.4061 -0.22 -0.09 0.09
H 2.6642 1.7541 1.0450 -0.30 -0.04 0.05
H 2.9116 0.5872 -0.2226 -0.17 -0.07 -0.06
H 2.1268 2.1218 -0.5901 -0.04 0.01 -0.02
N -1.3009 -0.0136 -1.1780 0.05 -0.03 -0.28
C -1.3222 -1.1984 -0.3574 -0.31 -0.05 -0.35
N -1.3301 -0.8598 1.0665 0.30 0.05 0.07
H -2.1138 0.5536 -0.9695 0.04 0.10 0.17
H -0.4560 0.4776 -0.8436 -0.03 0.33 -0.08
H -2.2035 -1.8076 -0.6203 0.14 0.02 0.19
H -0.4252 -1.7464 -0.6552 0.10 -0.27 0.11
H -1.0880 -1.6959 1.5943 -0.04 0.06 0.06
H -0.5135 -0.2231 1.1590 -0.24 -0.22 0.14
```
Forces are in eV/Å.

Results of the natural (NBO) charge analysis, in e, for atoms 1 through 2:
1 C -0.17
2 O -1.00